1.
DFT (the ωB97M-V functional and the def2-TZVPD basis) results for a structure of composition C3H12AgBrN6O3 at a distorted geometry.

Each line ends with the Löwdin charge.
CARTESIAN COORDINATES (ANGSTROEM)
1 Ag 11.7134 10.3121 8.7973  0.56
2 Br 10.1280 12.3207 8.0822  -0.07
3 C 5.7090 11.1375 7.9751  -0.68
4 O 4.6656 10.5785 7.6758  0.01
5 N 5.7789 12.4687 8.2504  0.17
6 N 6.8855 10.4352 8.0930  0.14
7 H 6.6358 12.9256 8.5080  0.06
8 H 4.9257 12.9795 8.1279  0.11
9 H 6.8191 9.4436 7.9678  0.09
10 H 7.7820 10.8865 8.0691  -0.02
11 C 7.4305 13.1396 11.1866  -0.69
12 O 6.3225 13.1439 11.6805  0.04
13 N 7.8459 14.1334 10.3196  0.13
14 N 8.3724 12.1753 11.4083  0.15
15 H 7.4484 15.0469 10.4447  0.10
16 H 8.7890 14.1092 9.9686  0.02
17 H 9.2378 12.2357 10.9046  0.02
18 H 8.1958 11.4271 12.0494  0.10
19 C 13.0693 12.1467 4.8273  -0.68
20 O 14.0495 11.7634 4.2161  0.02
21 N 13.0009 12.1480 6.2025  0.11
22 N 11.9476 12.6408 4.2064  0.15
23 H 12.1356 12.3574 6.6822  -0.10
24 H 13.6945 11.6125 6.6901  0.08
25 H 11.1872 12.9437 4.7907  0.08
26 H 11.9595 12.8349 3.2250  0.10

Cartesian forces, eV/Å:
Ag -0.720 0.823 -0.373
Br 0.556 -0.841 0.482
C -0.182 -0.349 -0.006
O 0.001 0.084 0.068
N 0.163 -0.234 -0.310
N 0.023 0.208 0.177
H -0.127 0.133 0.136
H 0.064 0.153 0.089
H 0.009 0.006 -0.185
H 0.056 -0.003 0.042
C -0.418 0.186 0.268
O 0.178 -0.035 0.216
N 0.293 -0.077 -0.427
N 0.179 0.207 -0.247
H -0.227 -0.083 0.023
H 0.048 0.115 0.076
H 0.109 -0.262 0.111
H -0.184 -0.047 -0.080
C 0.136 0.064 -0.606
O -0.069 -0.033 0.148
N -0.292 -0.028 0.086
N 0.073 -0.184 0.921
H 0.182 -0.001 -0.071
H 0.205 0.084 -0.124
H -0.124 0.145 -0.369
H 0.069 -0.031 -0.044

2S+1: 1
LUMO energy: -2.9 eV
Kohn-Sham gap: 6.5 eV

=====

2.
DFT (the ωB97M-V functional and the def2-TZVPD basis) results for a structure of composition C3H12ClCrO3 at a distorted geometry.

Each line ends with the Löwdin charge.
CARTESIAN COORDINATES (ANGSTROEM)
1 Cr -1.4934 -0.2776 -1.5928  0.92
2 Cl -0.6354 0.3026 -0.1852  0.83
3 C 0.7348 3.5299 -0.5443  -0.09
4 O -0.4487 2.7023 -0.4221  -0.23
5 H 1.5736 3.0106 -0.0808  0.08
6 H 0.8274 3.5243 -1.6303  0.08
7 H 0.6840 4.5576 -0.1847  0.09
8 H -0.2782 1.7694 -0.2729  -0.22
9 C 1.4361 -1.7284 -0.7735  -0.12
10 O 1.2656 -0.9003 0.3824  -0.21
11 H 0.5333 -2.3082 -0.9655  0.06
12 H 1.5975 -1.1247 -1.6666  0.08
13 H 2.2783 -2.3977 -0.5978  0.12
14 H 0.4381 -0.4328 0.5178  -0.18
15 C -1.2750 -1.9880 1.4615  -0.13
16 O -2.2091 -0.9181 1.2914  -0.16
17 H -0.4025 -1.9220 0.8114  0.03
18 H -1.1458 -2.2943 2.4995  0.11
19 H -1.7358 -2.9056 1.0955  0.09
20 H -1.7447 -0.1990 0.8569  -0.14

Cartesian forces, eV/Å:
Cr -7.763 -4.788 -11.939
Cl 4.971 4.574 7.103
C -0.115 -1.404 -1.246
O -0.857 2.461 0.452
H 0.151 0.221 -0.011
H 0.924 0.638 0.028
H -0.683 -0.342 0.293
H 1.641 3.495 0.044
C -0.862 1.153 0.535
O 3.910 -1.443 0.315
H -0.200 -0.571 0.092
H 0.417 0.152 -0.114
H -0.144 0.132 0.040
H 2.157 -1.908 1.287
C -1.426 -1.698 -0.413
O -0.822 -1.060 0.491
H -0.024 0.062 1.078
H 0.744 0.951 0.132
H -0.497 -0.061 -0.337
H -1.523 -0.566 2.169

2S+1: 5
charge: +1
LUMO energy (spin up / spin down): -7.7 / -6.8 eV
Kohn-Sham gap (spin up / spin down): 6.0 / 6.9 eV

=====

3.
DFT (the ωB97M-V functional and the def2-TZVPD basis) results for a structure of composition C3H12ClMgN6O3 at a distorted geometry.

Each line ends with the Löwdin charge.
CARTESIAN COORDINATES (ANGSTROEM)
1 Mg -8.1690 32.6380 27.2133  1.16
2 Cl -6.1450 31.6393 27.1592  0.10
3 C -5.2695 34.1989 30.2709  -0.68
4 O -6.4855 34.0497 30.3619  -0.02
5 N -4.5765 33.6664 29.2429  0.15
6 N -4.5075 34.8031 31.2358  0.18
7 H -5.0858 33.1184 28.5845  -0.04
8 H -3.5746 33.6852 29.1565  0.11
9 H -4.9364 35.0311 32.1107  0.12
10 H -3.5469 34.9285 30.9754  0.10
11 C -6.5663 29.5305 30.9051  -0.67
12 O -6.4916 28.7036 31.7865  0.06
13 N -6.1667 30.8355 31.0637  0.16
14 N -7.0703 29.2170 29.6596  0.14
15 H -6.6705 31.5059 30.5151  0.05
16 H -5.7854 31.0792 31.9582  0.11
17 H -7.0637 29.9250 28.9503  -0.01
18 H -7.2857 28.2602 29.4548  0.11
19 C -2.3590 29.9840 27.3697  -0.67
20 O -1.3747 29.2894 27.3990  0.07
21 N -3.6174 29.4945 27.6811  0.14
22 N -2.3849 31.2852 26.9264  0.15
23 H -4.3655 30.1625 27.5842  -0.04
24 H -3.8402 28.5313 27.5151  0.10
25 H -3.2607 31.7713 26.9925  0.04
26 H -1.5323 31.6866 26.5882  0.11

Cartesian forces, eV/Å:
Mg 1.382 -0.331 0.454
Cl -1.634 0.569 -0.317
C 0.482 -0.273 1.172
O -0.780 -0.069 -0.359
N 0.543 0.292 -0.615
N -0.602 -0.553 -1.546
H -0.054 -0.072 -0.072
H -0.054 -0.020 0.181
H 0.239 0.296 0.116
H 0.159 0.297 0.883
C -0.051 -0.688 0.722
O 0.224 -0.052 -0.133
N -0.117 -0.375 -0.854
N -0.152 0.802 0.118
H 0.261 0.627 0.322
H -0.255 0.147 0.136
H 0.223 -0.401 -0.271
H -0.031 -0.032 0.009
C -0.277 -0.933 -0.682
O 0.365 0.159 0.002
N -0.272 0.969 0.313
N -0.248 -0.269 0.575
H -0.034 -0.618 0.013
H 0.280 -0.130 0.136
H 0.422 0.398 -0.384
H -0.020 0.260 0.084

2S+1: 1
charge: +1
LUMO energy: -8.5 eV
Kohn-Sham gap: 3.7 eV

=====

4.
DFT (the ωB97M-V functional and the def2-TZVPD basis) results for a structure of composition C3H12ClN2PSSi at a distorted geometry.

Each line ends with the Löwdin charge.
CARTESIAN COORDINATES (ANGSTROEM)
1 C -1.3613 1.0463 1.4405  -0.27
2 C -1.5838 -2.2873 0.7547  -0.22
3 C -1.9774 -0.1669 -1.5193  -0.19
4 N 2.6798 0.8038 -1.0359  -0.52
5 N 3.3275 2.0302 -1.0203  -0.11
6 Si -1.1760 -0.3962 0.3169  0.70
7 P 1.6256 0.2062 -0.0677  0.22
8 S 2.3404 -1.8672 -0.1705  0.34
9 Cl 2.0370 1.0016 1.9797  0.05
10 H -1.5497 1.8139 0.6336  0.05
11 H -2.1481 1.1466 2.1331  0.01
12 H -0.4112 1.3153 1.9357  -0.05
13 H -0.8929 -2.9888 1.3112  0.04
14 H -2.4729 -2.3052 1.4226  0.02
15 H -1.8333 -2.8252 -0.2162  0.04
16 H -2.7198 -0.8659 -1.5958  -0.04
17 H -2.2432 0.8938 -1.8003  0.04
18 H -1.1650 -0.3710 -2.2484  0.03
19 H 3.7573 2.2571 -0.1347  0.04
20 H 2.6294 2.7788 -1.1362  0.06
21 H 3.1375 -1.2201 -0.9828  -0.24

Cartesian forces, eV/Å:
C 0.905 1.117 -1.389
C 0.300 -0.374 -0.123
C 3.595 2.735 1.183
N 0.251 -0.013 -0.379
N -0.789 1.697 -0.604
Si 0.529 -1.023 -1.865
P -1.284 -1.962 1.680
S -1.241 0.555 0.773
Cl -0.063 -0.360 -0.730
H 0.257 -0.340 0.865
H -1.107 -0.281 0.827
H -0.475 -0.252 -0.249
H -0.171 1.247 -0.706
H 0.175 0.288 -0.599
H 0.209 0.813 1.147
H -2.133 -1.537 -0.466
H -0.217 -1.158 0.708
H -0.402 -0.364 0.448
H 0.154 -0.526 0.524
H 0.464 -0.244 -0.259
H 1.044 -0.020 -0.786

2S+1: 1
LUMO energy: -0.6 eV
Kohn-Sham gap: 7.3 eV

=====

5.
DFT (the ωB97M-V functional and the def2-TZVPD basis) results for a cluster of 3 separate species, C3H12F3N5O4PS in total at a distorted geometry.

Each line ends with the Löwdin charge.
CARTESIAN COORDINATES (ANGSTROEM)
1 N -2.7132 -0.1813 -1.9022  -0.13
2 P -1.0159 0.0958 -1.6334  0.96
3 S 0.2159 -0.4151 -3.3557  0.67
4 O 0.2388 -1.8910 -3.6032  -0.31
5 O -0.1663 0.3318 -4.5897  -0.31
6 C 1.9717 0.0899 -2.8508  -0.49
7 F 1.8333 1.0478 -1.8027  0.03
8 F 2.6339 0.7030 -3.8955  0.14
9 F 2.6332 -1.0033 -2.3043  0.10
10 H -2.9963 -0.0157 -2.8779  0.08
11 H -3.2080 0.4405 -1.2456  0.06
12 H -0.7757 1.4843 -1.3792  0.04
13 H -0.5569 -0.7700 -0.5718  0.05
14 C 1.9745 -1.7030 1.5427  -0.68
15 O 0.9260 -2.0503 1.0052  -0.01
16 N 3.0183 -1.1866 0.8504  0.17
17 N 2.1762 -1.8081 2.8772  0.16
18 H 3.8818 -0.8984 1.2737  0.11
19 H 2.9085 -1.0935 -0.1438  0.07
20 H 1.4235 -2.1884 3.4268  0.11
21 H 3.0240 -1.5316 3.3379  0.10
22 C -1.9891 1.6757 1.7616  -0.67
23 O -1.5367 1.9346 0.6442  -0.05
24 N -1.9054 2.5414 2.7937  0.18
25 N -2.6072 0.5047 2.0503  0.17
26 H -2.2659 2.3534 3.7116  0.11
27 H -1.4523 3.4237 2.6182  0.12
28 H -2.6896 -0.1685 1.3078  0.09
29 H -2.9808 0.2783 2.9544  0.11

Cartesian forces, eV/Å:
N 2.251 0.413 -0.087
P -1.888 0.704 1.347
S -0.272 -3.634 -6.609
O -0.055 3.641 2.044
O 0.662 -0.465 3.922
C 1.981 1.561 1.514
F 0.174 -1.939 -2.073
F -1.584 -2.042 2.602
F -1.296 2.521 -1.744
H 0.035 -0.053 0.506
H 0.095 -0.172 -0.453
H 0.201 -0.810 -0.095
H -0.012 0.495 -0.517
C 0.063 -0.034 0.167
O -0.239 0.325 -0.293
N 0.124 0.245 -0.511
N -0.338 -0.129 0.428
H -0.054 -0.056 -0.004
H 0.138 -0.082 0.173
H 0.158 0.017 -0.056
H -0.029 -0.050 -0.058
C -0.174 0.045 0.743
O -0.048 -0.454 -0.561
N 0.275 0.430 -0.198
N -0.075 -0.323 -0.450
H 0.003 -0.014 -0.066
H -0.079 -0.095 0.084
H -0.040 -0.052 0.293
H 0.023 0.006 -0.050

2S+1: 1
charge: +1
LUMO energy: -4.9 eV
Kohn-Sham gap: 8.1 eV

=====

6.
DFT (the ωB97M-V functional and the def2-TZVPD basis) results for a cluster of 2 separate species, C3H12N2O in total at a distorted geometry.

Each line ends with the Löwdin charge.
CARTESIAN COORDINATES (ANGSTROEM)
1 C -0.5010 0.3975 -1.8496  -0.08
2 C -0.3684 0.0471 -0.3478  -0.44
3 N 0.9260 -0.5939 0.0740  0.03
4 C -1.4828 -1.0253 0.0120  -0.23
5 N -1.5858 -1.3221 1.5632  -0.02
6 H -0.7085 1.4469 -2.0142  0.05
7 H 0.4600 -0.0815 -2.3601  0.11
8 H -1.4826 -0.2090 -2.1724  0.10
9 H -0.4559 0.9798 0.3689  0.15
10 H 1.3861 -1.0506 -0.6597  0.04
11 H 1.4681 0.0261 0.5912  -0.01
12 H -1.2532 -1.8902 -0.5813  0.08
13 H -2.5514 -0.7407 -0.2487  0.11
14 H -1.9848 -0.5238 2.0757  0.05
15 H -0.6422 -1.4382 1.9006  0.02
16 O 2.6369 1.6670 1.2364  -0.03
17 H 3.3718 1.9024 0.6358  0.07
18 H 2.7677 2.4085 1.7761  0.01

Cartesian forces, eV/Å:
C -0.358 -3.076 -0.218
C -0.210 0.030 2.049
N -3.066 0.141 -0.071
C -1.144 1.910 2.818
N 0.044 0.217 -2.364
H 0.478 0.111 -0.357
H -2.220 1.488 0.505
H 2.287 1.388 0.040
H -0.135 -1.692 -1.531
H 0.868 -0.500 -1.033
H 1.330 1.023 0.604
H 0.193 -0.808 0.200
H 1.367 0.074 0.024
H 0.243 -0.331 -0.728
H 0.284 -0.047 0.018
O 1.037 -0.618 -1.716
H -0.514 -0.938 -0.310
H -0.486 1.628 2.070

2S+1: 1
LUMO energy: 0.5 eV
Kohn-Sham gap: 9.2 eV

=====

7.
DFT (the ωB97M-V functional and the def2-TZVPD basis) results for a cluster of 2 separate species, C3H12N2O in total at a distorted geometry.

Each line ends with the Löwdin charge.
CARTESIAN COORDINATES (ANGSTROEM)
1 N -0.8720 1.3071 1.9845  0.25
2 C -1.5414 0.6242 0.9437  -0.38
3 C -1.4362 1.4197 -0.3846  0.01
4 C -0.9058 -0.7723 0.7831  -0.23
5 N -1.3930 -1.6467 1.7927  0.09
6 H 0.1518 1.3698 1.9070  0.16
7 H -1.3406 2.0946 2.4383  0.16
8 H -2.5733 0.5257 1.3021  0.16
9 H -2.2178 1.0532 -1.0392  0.10
10 H -1.5299 2.5029 -0.2930  0.10
11 H -0.5004 1.1547 -0.8594  0.09
12 H 0.1767 -0.6142 0.6826  0.13
13 H -1.1673 -1.1987 -0.1891  0.14
14 H -0.9386 -1.5545 2.6931  0.11
15 H -1.4353 -2.6044 1.4808  0.11
16 H 5.5646 -0.5378 -4.7329  0.03
17 H 5.8646 -2.0178 -4.3523  0.03
18 O 6.0939 -1.1057 -4.1573  -0.06

Cartesian forces, eV/Å:
N 0.586 0.583 -0.765
C -0.576 0.266 1.361
C 0.008 -0.139 -0.580
C 0.020 -0.555 -0.879
N 0.671 0.250 -0.150
H -0.435 0.033 0.299
H 0.176 -0.412 0.171
H -0.045 0.037 -0.467
H -0.285 -0.041 -0.011
H 0.011 -0.223 0.237
H 0.379 0.198 -0.035
H 0.152 -0.026 0.491
H -0.304 0.255 0.082
H -0.167 -0.073 0.065
H -0.184 -0.152 0.186
H 0.123 -0.372 0.060
H -0.103 0.068 -0.184
O -0.026 0.303 0.121

2S+1: 2
charge: +1
LUMO energy (spin up / spin down): -3.1 / -8.3 eV
Kohn-Sham gap (spin up / spin down): 10.1 / 4.9 eV

=====

8.
DFT (the ωB97M-V functional and the def2-TZVPD basis) results for a cluster of 3 separate species, C3H12N2O2 in total at a distorted geometry.

Each line ends with the Löwdin charge.
CARTESIAN COORDINATES (ANGSTROEM)
1 C -2.1032 -1.6087 -2.0066  -0.07
2 C -1.1891 -0.9509 -0.9840  -0.37
3 N -0.8799 -1.7908 0.1629  0.06
4 C -0.6780 0.2280 -1.3081  -0.18
5 N 0.1629 1.0536 -0.5375  0.03
6 H -2.1036 -2.6841 -1.8347  0.07
7 H -3.0869 -1.1682 -1.8854  0.08
8 H -1.7410 -1.4806 -3.0221  0.07
9 H -0.1672 -2.4702 -0.1113  0.09
10 H -1.7490 -2.3216 0.2342  0.07
11 H -0.8406 0.5023 -2.3498  0.11
12 H 1.0787 0.6617 -0.3773  0.09
13 H 0.1210 2.0483 -0.5855  0.07
14 O 4.7941 2.9644 2.4539  -0.06
15 H 5.1004 3.2755 3.3073  0.03
16 H 3.9927 3.4262 2.1991  0.03
17 O -0.2822 0.2651 2.5777  -0.09
18 H -0.0804 0.7090 1.7479  -0.02
19 H -0.3488 -0.6591 2.3194  0.00

Cartesian forces, eV/Å:
C 0.537 -0.018 0.323
C 0.625 -0.963 -0.623
N -0.763 0.707 -0.358
C 0.298 0.534 -0.129
N 0.371 -1.235 0.792
H -0.372 -0.041 -0.004
H -0.365 -0.300 -0.251
H -0.143 0.258 -0.136
H -0.128 0.250 0.062
H 0.452 -0.257 0.652
H -0.381 0.451 0.229
H 0.021 0.381 0.069
H -0.039 0.219 -0.497
O 0.285 -0.429 -0.409
H -0.308 0.242 0.042
H 0.021 0.184 0.367
O 0.117 0.065 0.336
H -0.122 0.006 -0.267
H -0.107 -0.054 -0.196

2S+1: 1
LUMO energy: 0.7 eV
Kohn-Sham gap: 9.3 eV

=====

9.
DFT (the ωB97M-V functional and the def2-TZVPD basis) results for a cluster of 3 separate species, C3H12N2O2 in total at a distorted geometry.

Each line ends with the Löwdin charge.
CARTESIAN COORDINATES (ANGSTROEM)
1 C -0.1448 1.3607 -1.0840  -0.04
2 C -0.0002 0.7617 0.3052  -0.42
3 N -0.9982 1.1204 1.2217  0.07
4 C 1.0005 -0.0609 0.6723  -0.19
5 N 1.2244 -0.2631 2.0535  0.00
6 H -0.2510 2.4394 -0.9369  0.08
7 H 0.7717 1.2158 -1.6439  0.07
8 H -1.0787 1.0203 -1.5281  0.08
9 H -1.4854 1.9688 0.9760  0.08
10 H -0.6250 1.2016 2.1614  0.08
11 H 1.6123 -0.4515 -0.1295  0.09
12 H 0.6000 -0.9393 2.5059  0.08
13 H 2.1427 -0.5403 2.4024  0.07
14 O 1.4496 -1.6499 -2.7296  -0.06
15 H 2.0106 -2.4162 -2.6089  0.03
16 H 1.8894 -0.8832 -3.1292  0.04
17 O -3.0573 -1.5217 0.4776  -0.07
18 H -2.8097 -0.8056 1.0714  0.00
19 H -2.2508 -1.5569 -0.0574  0.03

Cartesian forces, eV/Å:
C -0.260 -0.147 1.353
C 0.312 -0.258 -0.405
N 0.006 0.321 0.197
C -0.331 1.128 -0.545
N -0.142 -1.215 1.474
H 0.018 0.061 -0.066
H -0.259 -0.352 -0.400
H 0.242 -0.134 -0.559
H -0.002 0.087 -0.066
H 0.009 -0.176 0.076
H 0.444 -0.082 0.295
H -0.046 0.332 -0.438
H -0.130 0.332 -0.902
O -0.813 0.571 0.081
H 0.533 0.334 -0.285
H 0.289 -0.894 0.202
O 0.571 0.142 -0.164
H -0.188 0.221 0.264
H -0.254 -0.270 -0.114

2S+1: 1
LUMO energy: 0.7 eV
Kohn-Sham gap: 8.4 eV

=====

10.
DFT (the ωB97M-V functional and the def2-TZVPD basis) results for a cluster of 3 separate species, C3H12N2O2 in total at a distorted geometry.

Each line ends with the Löwdin charge.
CARTESIAN COORDINATES (ANGSTROEM)
1 H -2.3464 -2.8185 0.1353  0.04
2 N -1.8285 -2.1126 0.6537  0.05
3 C -0.6462 -1.9808 0.2115  -0.33
4 N 0.1292 -0.9462 0.6336  -0.02
5 C 1.4039 -0.6224 -0.0021  -0.25
6 C 1.8945 0.7505 0.4637  -0.09
7 H -0.2196 -2.5329 -0.6272  0.13
8 H -0.2331 -0.1739 1.1602  0.10
9 H 1.2871 -0.6344 -1.0891  0.11
10 H 2.1746 -1.3118 0.3333  0.11
11 H 1.2500 1.6093 0.2483  0.06
12 H 2.8801 1.0369 0.1048  0.08
13 H 1.9260 0.7375 1.5593  0.08
14 O -2.1071 1.2895 0.5068  -0.06
15 H -2.2364 0.3446 0.5354  -0.01
16 H -2.1460 1.4556 1.4666  0.05
17 O -0.3280 2.1349 -2.4902  -0.08
18 H -1.0257 1.5344 -2.1574  0.03
19 H 0.1715 2.2403 -1.6464  0.02

Cartesian forces, eV/Å:
H 0.197 -0.078 0.243
N -0.685 -0.176 -0.052
C -0.269 1.365 -0.254
N 1.376 -0.062 -0.309
C 0.072 0.611 0.059
C -0.410 0.383 0.690
H 0.173 -0.279 0.189
H -0.651 -0.265 0.196
H 0.226 -0.165 0.010
H 0.052 -0.386 -0.341
H -0.284 -0.341 -0.336
H 0.086 -0.381 -0.116
H 0.255 -0.048 -0.044
O 0.190 0.349 1.051
H -0.254 -1.023 -0.521
H -0.026 0.497 -0.531
O 0.046 -0.637 1.608
H 0.189 0.450 -0.524
H -0.285 0.187 -1.020

2S+1: 1
LUMO energy: 0.8 eV
Kohn-Sham gap: 9.9 eV